# 1
{
  "formula": "C3H5N3O",
  "method": "wB97M-V/def2-TZVPD",
  "symbols": ["O", "N", "N", "N", "C", "C", "C", "H", "H", "H", "H", "H"],
  "positions_angstrom": [[1.193, -2.057, 0.072], [0.633, 1.655, 0.078], [-1.966, -0.458, 0.133], [-0.056, -1.989, 0.049], [-0.574, -0.727, 0.132], [1.725, 0.277, -0.040], [0.414, 0.229, 0.105], [-2.418, -0.924, 0.913], [2.615, 0.305, 0.568], [0.411, 2.145, -0.779], [-2.407, -0.816, -0.709], [0.365, 2.156, 0.919]],
  "gap_ha": 0.3090,
  "smiles": "N/C(=N/[O-])C1=C[NH2+]1"
}

***

# 2
{
  "formula": "C3H5N3O",
  "method": "wB97M-V/def2-TZVPD",
  "symbols": ["O", "N", "N", "N", "C", "C", "C", "H", "H", "H", "H", "H"],
  "positions_angstrom": [[-0.183, -2.246, -0.900], [-0.624, -1.115, -1.496], [0.441, 1.146, 0.998], [-0.730, 1.086, -0.896], [0.301, -0.316, 0.629], [-0.209, 1.925, 0.063], [-0.482, -0.193, -0.636], [0.056, -2.971, -1.666], [1.195, -0.802, 0.325], [-0.410, 2.936, 0.291], [-0.177, -0.947, 1.408], [0.821, 1.496, 1.879]],
  "gap_ha": 0.3189,
  "smiles": "O/N=C1\\CNC=N1"
}

***

# 3
{
  "formula": "C3H5N3O",
  "method": "wB97M-V/def2-TZVPD",
  "symbols": ["O", "N", "N", "N", "C", "C", "C", "H", "H", "H", "H", "H"],
  "positions_angstrom": [[0.588, 1.660, 1.828], [-1.874, -1.629, 0.307], [1.667, 1.676, -0.657], [0.579, -0.273, -1.151], [-2.492, -2.577, 0.126], [0.813, 0.679, -0.340], [0.154, 0.848, 1.045], [-0.086, -0.950, -0.791], [1.897, 2.355, 0.049], [-3.033, -3.388, -0.297], [-0.404, -0.034, 1.394], [2.192, 1.632, -1.511]],
  "gap_ha": 0.3532,
  "smiles": "[H]/N=C(/N)C=O.C#N"
}

***

# 4
{
  "formula": "C3H5N3O",
  "method": "wB97M-V/def2-TZVPD",
  "symbols": ["O", "N", "N", "N", "C", "C", "C", "H", "H", "H", "H", "H"],
  "positions_angstrom": [[-1.999, 1.014, -0.509], [0.274, 0.728, -0.459], [1.591, 0.452, -0.427], [0.588, -1.165, 0.679], [-0.304, -0.283, 0.182], [-1.801, -0.154, 0.199], [1.744, -0.649, 0.321], [-2.124, -0.185, 1.269], [2.722, -0.996, 0.619], [-2.274, -1.082, -0.196], [2.308, 1.136, -0.628], [-0.725, 1.185, -1.050]],
  "gap_ha": 0.3338
}

***

# 5
{
  "formula": "C3H5N3O",
  "method": "wB97M-V/def2-TZVPD",
  "symbols": ["O", "N", "N", "N", "C", "C", "C", "H", "H", "H", "H", "H"],
  "positions_angstrom": [[2.480, 0.011, 0.027], [1.759, 1.173, 0.124], [1.711, -1.020, -0.068], [-0.620, 1.676, 0.089], [-0.824, -1.338, 0.096], [0.474, 0.767, 0.012], [0.510, -0.662, -0.176], [-0.832, -2.538, 0.202], [-1.023, -1.038, 1.113], [-1.508, 1.504, -0.481], [-1.596, -1.156, -0.632], [-0.530, 2.621, -0.306]],
  "gap_ha": 0.3783,
  "smiles": "Cc1nonc1N"
}

***

# 6
{
  "formula": "C3H5N3O",
  "method": "wB97M-V/def2-TZVPD",
  "symbols": ["O", "N", "N", "N", "C", "C", "C", "H", "H", "H", "H", "H"],
  "positions_angstrom": [[2.318, 1.025, -0.134], [-1.271, 0.335, 0.191], [-0.655, -1.777, 0.264], [0.475, -1.085, -0.080], [0.979, 1.278, -0.472], [-1.675, -0.886, 0.385], [0.066, 0.157, -0.083], [-2.667, -1.242, 0.637], [2.457, 0.073, -0.237], [0.856, 1.440, -1.558], [0.657, 2.196, 0.025], [-0.891, -2.539, -0.354]],
  "gap_ha": 0.4070,
  "smiles": "OCc1nc[nH]n1"
}

***

# 7
{
  "formula": "C3H5N3O2S",
  "method": "wB97M-V/def2-TZVPD",
  "symbols": ["S", "O", "O", "N", "N", "N", "C", "C", "C", "H", "H", "H", "H", "H"],
  "positions_angstrom": [[0.794, 2.173, 0.138], [1.977, -0.471, 1.115], [1.849, -0.502, -1.197], [-0.373, 0.956, 0.041], [-1.069, -1.158, -0.056], [-0.050, -0.426, 0.097], [-2.102, -0.369, -0.031], [1.323, -0.840, -0.042], [-1.709, 0.991, -0.006], [1.240, -1.874, -0.163], [1.989, 0.415, -1.231], [2.584, 0.349, 0.910], [-2.179, 1.902, -0.264], [-3.083, -0.783, 0.052]],
  "gap_ha": [0.3116, 0.3115],
  "smiles": "OC(O)n1ncc[n+]1[S-]"
}

***

# 8
{
  "formula": "C3H5N3OS",
  "method": "wB97M-V/def2-TZVPD",
  "symbols": ["S", "O", "N", "N", "N", "C", "C", "C", "H", "H", "H", "H", "H"],
  "positions_angstrom": [[2.168, 0.120, -0.266], [2.586, -1.256, -0.144], [-0.319, -1.154, 0.089], [2.718, 1.134, 0.659], [-0.669, 1.052, -0.340], [0.314, 0.056, -0.227], [-1.800, 0.421, -0.132], [-1.670, -0.879, 0.108], [2.755, 2.151, 0.439], [2.144, 0.718, -1.589], [-2.770, 0.970, -0.048], [0.274, -2.039, 0.021], [-2.457, -1.608, 0.207]],
  "gap_ha": 0.3577,
  "smiles": "N=[S@@H](=O)c1ncc[nH]1"
}

***

# 9
{
  "formula": "C3H5N3OS",
  "method": "wB97M-V/def2-TZVPD",
  "symbols": ["S", "O", "N", "N", "N", "C", "C", "C", "H", "H", "H", "H", "H"],
  "positions_angstrom": [[-0.402, 0.303, -0.027], [0.372, 1.594, -0.184], [1.724, -1.132, -0.484], [-1.970, -0.412, -0.813], [2.557, -0.028, -0.394], [-2.605, 0.133, 0.265], [0.566, -1.294, 0.027], [-1.749, 0.517, 1.248], [2.814, 0.495, -1.319], [-3.678, 0.014, 0.172], [1.990, 0.581, 0.145], [2.230, -1.912, -0.777], [-1.849, 1.140, 2.141]],
  "gap_ha": 0.2713
}

***

# 10
{
  "formula": "C3H5N3OS",
  "method": "wB97M-V/def2-TZVPD",
  "symbols": ["S", "O", "N", "N", "N", "C", "C", "C", "H", "H", "H", "H", "H"],
  "positions_angstrom": [[-3.472, -0.239, -0.034], [-1.672, 1.625, -0.007], [0.417, -0.091, -0.377], [-0.851, -0.538, 0.070], [-0.342, 2.116, 0.078], [1.470, -0.965, 0.113], [0.585, 1.255, -0.104], [-1.933, 0.300, -0.008], [1.608, 1.597, -0.102], [-1.063, -1.467, -0.282], [2.444, -0.536, -0.214], [1.359, -1.978, -0.331], [1.452, -1.081, 1.199]],
  "gap_ha": 0.3416,
  "smiles": "CN1C=NOC(=S)N1"
}

***

Let's list molar mass in order: 99.09; 99.09; 99.09; 99.09; 99.09; 99.09; 147.16; 131.16; 131.16; 131.16 Da.